A cluster of 14 separate species, C48H96O46S4 in total, computed with ωB97M-V with the def2-TZVPD basis set.

Summary:
HOMO level: -10.583 eV
LUMO energy: 0.140 eV
energy relative to the best compared isomer or geometry (same formula, charge and spin): 270.5 kcal/mol
F_max: 5.56 eV Å⁻¹
Kohn-Sham gap: 10.7232 eV
molecular weight: 1537.52 g/mol

The geometry in ORCA input format:
```
! wB97M-V def2-TZVPD RIJCOSX def2/J DEFGRID3
* xyz 0 1
O -11.794 1.823 1.406
C 4.687 8.738 -6.624
O 5.232 11.512 -6.540
H -0.719 -1.618 -11.113
C 6.176 15.609 2.037
H 6.062 -6.556 -4.457
O -1.957 -0.174 5.497
C 4.306 7.324 -6.205
H 1.562 4.229 9.680
C 6.278 -7.245 -3.640
H -10.134 -1.600 0.892
C -8.808 1.843 -11.317
H 11.437 2.925 6.756
H -2.121 -2.397 -2.216
H 9.645 -4.070 8.351
O 5.591 14.290 1.887
O 3.572 11.638 -4.915
O -3.003 0.602 7.410
H -12.433 4.454 2.534
H -8.475 -9.109 -1.525
H -1.597 1.765 4.631
H -1.652 -0.955 -3.274
H 12.491 3.392 8.111
H 5.564 16.401 2.470
C 3.012 2.721 8.941
C -1.375 -12.697 -4.042
H -6.862 2.306 -12.531
H -2.345 0.572 3.684
C -10.630 1.335 1.032
H -2.694 -3.620 9.448
C 9.328 6.226 9.674
H 0.503 1.024 -10.053
H 0.231 -10.555 -3.287
O -0.182 0.981 -1.637
H -9.184 1.380 -12.230
H 3.268 -0.062 -0.653
H 8.576 6.426 10.437
O 5.705 12.220 1.994
O -10.023 1.536 0.015
C -2.313 -1.872 8.495
H 2.299 1.312 -1.069
H -6.643 4.618 -2.881
H 3.218 7.332 -6.146
O -2.208 -13.713 -3.615
C 8.713 -4.520 8.011
C -0.005 0.071 -9.906
O -7.107 -0.443 -12.044
H 12.794 5.678 7.209
H -8.799 -0.508 0.769
H 9.886 7.157 9.777
H -13.717 3.192 2.265
O 5.757 -8.567 -4.007
H -0.555 -9.824 -1.208
O -9.676 -9.601 0.141
H -2.987 -3.924 7.790
H 3.926 3.039 8.441
H -12.271 -9.931 3.074
C -6.354 4.875 -3.900
H 13.110 3.253 6.483
H 7.427 -3.442 9.439
O 0.501 -0.585 -8.709
C 11.949 5.115 6.813
S -7.171 0.039 -10.708
O 6.186 -8.333 -6.212
H 4.481 -5.386 4.766
C -0.854 -10.472 -3.223
C 5.710 -8.930 -5.282
O 3.554 1.662 12.543
H -0.759 -8.569 -2.175
O -7.251 5.653 -5.946
O -6.677 -0.678 -9.558
H -12.440 2.977 0.019
O 2.355 -2.281 -8.340
H -2.243 -9.498 -1.767
O -6.252 7.931 -5.857
H -1.037 0.373 -9.727
C 4.904 -10.849 -6.489
H -8.670 -7.774 -0.304
O -8.638 0.780 -10.346
O 9.137 4.969 6.287
H -5.599 4.139 -4.177
H 1.419 1.146 1.392
H 5.747 8.970 -6.724
O -11.180 -10.530 1.337
H -3.346 -14.928 -4.730
C 2.619 3.966 9.722
H -3.359 -1.627 8.678
H 4.920 -6.240 -2.399
C -2.288 -14.801 -4.503
O 8.828 5.915 8.356
S -5.900 6.513 -5.770
O -5.773 6.138 -4.166
H -11.368 -12.231 3.015
H -9.082 -1.122 2.334
H 7.340 -7.485 -3.701
H 8.657 -4.490 6.923
H 3.201 1.221 1.271
O 6.234 -3.823 7.946
C 0.159 -0.972 -11.093
H -11.065 3.696 1.086
C 3.739 12.965 -4.747
C 2.302 0.407 -0.461
H -13.209 -12.107 3.369
C -9.123 -8.642 -0.782
C -1.193 -9.561 -2.052
O -0.576 -1.356 -1.502
H 3.906 -3.756 4.836
H 0.307 -0.480 -12.054
C 5.927 -3.997 6.591
H 6.915 15.546 2.836
H 4.746 13.232 -5.066
S 3.881 2.387 11.307
H 7.005 10.958 3.024
C -1.764 -1.368 -2.272
H -9.520 2.562 -10.913
C 6.141 10.927 2.361
H -7.306 3.451 -11.239
H 6.605 -6.403 -1.694
H 3.039 13.689 -5.164
H -13.625 4.487 1.192
H 11.762 5.502 5.811
H 10.128 5.586 10.046
H 5.587 10.109 0.184
S 1.097 -2.127 -9.014
C -9.610 -0.811 1.432
C 7.610 -3.444 8.365
O -4.718 6.103 -6.603
H -3.261 1.487 4.829
C 0.133 -0.175 -1.372
H 4.093 -10.384 -7.051
O -11.482 -8.283 0.743
H -1.749 -1.319 9.246
C -2.378 -0.301 6.796
H 5.881 -10.799 -6.969
O 6.559 -3.634 5.613
H -2.632 -0.805 -1.929
H 8.648 -5.524 8.433
H 2.347 -0.276 1.705
C 9.583 5.403 7.358
O 1.373 -0.574 -0.919
O 0.010 -3.075 -8.826
H 3.117 4.874 9.382
C -12.309 -10.579 2.199
H 4.630 7.196 -5.172
C 4.361 10.988 -5.815
H 5.461 -7.721 -1.612
O 5.012 -10.104 -5.247
O 7.107 13.309 3.345
H 4.152 8.834 -7.569
H -1.286 -3.707 8.279
O -6.500 1.583 -10.716
O 3.176 1.673 9.987
H -12.597 -12.844 1.943
C 4.018 -4.660 5.435
C -2.320 0.952 4.705
C -12.983 3.856 1.808
C 6.262 13.263 2.501
C 12.249 3.583 7.065
H 2.148 2.494 8.316
O 5.274 2.745 10.998
H -8.529 5.053 -4.492
H -1.816 -15.652 -4.013
H 6.560 15.928 1.068
C -7.315 2.405 -11.545
H -9.908 -8.106 -1.315
C 2.316 0.614 1.077
H -1.226 -9.928 -4.092
O 1.187 -1.858 -10.717
C 5.785 -6.882 -2.229
C 6.096 9.901 1.125
O -0.877 -12.434 -5.184
H 5.288 10.597 2.954
O -10.401 0.244 1.831
O 4.717 -4.525 6.654
C -2.312 -3.384 8.454
H 2.975 -4.881 5.663
O -1.415 -11.741 -3.008
H 4.672 -11.888 -6.254
C -12.004 3.149 1.003
C -12.383 -12.051 2.660
H 5.674 8.931 1.390
H -13.257 -10.298 1.740
H -1.707 -14.711 -5.421
O 10.889 5.513 7.658
O 4.171 9.648 -5.718
H 7.094 10.016 0.703
H 7.865 -2.422 8.085
C -10.863 -9.351 0.737
C -7.539 4.802 -4.873
H 3.627 13.087 -3.669
O -2.037 -1.488 7.170
H 4.570 6.525 -6.898
H -7.538 3.797 -5.294
O 2.811 3.656 11.145
*
```